(1)
Density functional theory data (the ωB97M-V functional and the def2-TZVPD basis) for a 2-piece molecular cluster, C2H3ClN2 overall.

As for the lowest unoccupied orbital energy (spin up / spin down): 1.03 / -1.16 eV. As for the charge: 0. Its frontier orbital gap (spin up / spin down) is 8.62 / 8.01 eV. Its spin multiplicity is 3. The HOMO energy (spin up / spin down) comes out at -7.58 / -9.17 eV.

Cartesian coordinates (Å):
C (-0.36693, 0.24955, 0.95438)
C (1.32253, 0.82529, -0.49912)
N (-1.65056, -1.37298, -0.24323)
N (-1.13676, -0.45765, 0.39295)
Cl (2.86686, 0.68975, 0.16058)
H (-0.34120, 0.92405, 1.76666)
H (1.09539, 0.21197, -1.38218)
H (-1.78932, -1.06998, -1.15004)

Charges obtained by natural (NBO) population analysis, quoted in units of e: atom 1 (C): 0.03, atom 2 (C): -0.26, atom 3 (N): -0.47, atom 4 (N): -0.03, atom 5 (Cl): 0.02, atom 6 (H): 0.23, atom 7 (H): 0.16, atom 8 (H): 0.33

=====

(2)
Density functional theory data (the ωB97M-V functional and the def2-TZVPD basis) for a 2-piece molecular cluster, C2H3ClN2 overall.

As for the lowest unoccupied orbital energy (spin up / spin down): 0.44 / -3.61 eV. As for the charge: 0. Its frontier orbital gap (spin up / spin down) is 6.58 / 7.27 eV. Its spin multiplicity is 3. The HOMO energy (spin up / spin down) comes out at -6.14 / -10.88 eV.

Cartesian coordinates (Å):
C (2.53904, 0.43293, -1.16911)
C (-0.10801, 1.19804, -0.80040)
N (2.75380, 1.08977, -2.04355)
N (-0.52534, 0.02549, -0.65027)
Cl (-0.84664, -0.91514, -2.05682)
H (2.19136, -0.17557, -0.46462)
H (-0.08507, 1.65763, 0.13231)
H (0.05790, 1.72702, -1.80880)

Charges obtained by natural (NBO) population analysis, quoted in units of e: atom 1 (C): 0.09, atom 2 (C): -0.47, atom 3 (N): -0.32, atom 4 (N): -0.23, atom 5 (Cl): 0.22, atom 6 (H): 0.21, atom 7 (H): 0.22, atom 8 (H): 0.27

=====

Stability summary - winner: (1); margin: 0.113 eV.

=====

(1)
Density functional theory data (the ωB97M-V functional and the def2-TZVPD basis) for a 2-piece molecular cluster, C2H2N3OS overall.

As for the lowest unoccupied orbital energy: 3.57 eV. As for the charge: -1. Its frontier orbital gap is 7.06 eV. The HOMO energy comes out at -3.50 eV.

Cartesian coordinates (Å):
C (1.58944, -0.04135, 0.11819)
C (-0.80357, 0.83744, -0.88948)
N (2.66046, 0.35536, 0.18046)
N (-0.37410, -1.06607, 0.97355)
N (0.44890, -0.63611, -0.07739)
O (-1.33266, 1.25454, 0.07660)
S (-0.36094, 1.07366, -2.38656)
H (-1.17832, -1.57299, 0.69581)
H (-0.64920, -0.20449, 1.30882)

natural (NBO) atomic charge list, values in e, 8 entries: atom 1 (C): 0.41, atom 2 (C): 0.42, atom 3 (N): -0.54, atom 4 (N): -0.66, atom 5 (N): -0.52, atom 6 (O): -0.60, atom 7 (S): -0.19, atom 8 (H): 0.34

=====

(2)
Density functional theory data (the ωB97M-V functional and the def2-TZVPD basis) for an isolated ion of composition C2H2N3OS and charge -1.

As for the lowest unoccupied orbital energy: 3.90 eV. Its SMILES is N#CN(N)C([O-])=S. As for the charge: -1. Its frontier orbital gap is 7.68 eV. The HOMO energy comes out at -3.77 eV.

Cartesian coordinates (Å):
N (0.96050, 2.52300, 0.21747)
C (0.55302, 1.45460, 0.04487)
N (-0.00607, 0.27832, -0.07048)
N (-1.43090, 0.20872, -0.09685)
C (0.71587, -0.94883, -0.02361)
O (0.04892, -1.96597, 0.13939)
S (2.31626, -0.70429, 0.25503)
H (-1.56293, -0.57064, 0.61410)
H (-1.59467, -0.27491, -1.07991)

natural (NBO) atomic charge list, values in e, 8 entries: atom 1 (N): -0.44, atom 2 (C): 0.47, atom 3 (N): -0.41, atom 4 (N): -0.63, atom 5 (C): 0.41, atom 6 (O): -0.70, atom 7 (S): -0.42, atom 8 (H): 0.37

=====

Stability summary - winner: (2); margin: 1.000 eV.

=====

(1)
Density functional theory data (the ωB97M-V functional and the def2-TZVPD basis) for one molecule with the formula C24H32N2O7S2.

As for the lowest unoccupied orbital energy: 0.23 eV. Its SMILES is O=S(=O)(CCN1CCOCC1)c1ccc(Oc2ccc(S(=O)(=O)CCN3CCOCC3)cc2)cc1. As for the charge: 0. Its frontier orbital gap is 8.81 eV. The HOMO energy comes out at -8.58 eV.

Cartesian coordinates (Å):
O (0.34086, 2.31056, 2.77134)
S (1.68230, 2.45950, 2.26988)
O (2.76215, 2.49425, 3.22010)
C (1.77557, 3.94937, 1.21363)
C (2.34763, 5.16189, 1.96271)
N (1.48614, 5.84368, 2.88804)
C (1.18210, 5.13091, 4.11864)
C (0.56068, 6.12952, 5.09636)
O (-0.60712, 6.71497, 4.56494)
C (-0.33077, 7.35908, 3.34617)
C (0.26414, 6.38576, 2.32500)
C (1.98907, 1.12391, 1.11033)
C (3.28652, 0.70422, 0.88257)
C (3.52359, -0.31307, -0.02192)
C (2.45376, -0.90234, -0.69330)
O (2.74777, -1.86795, -1.61898)
C (1.87304, -2.90331, -1.79394)
C (1.66890, -3.37326, -3.08909)
C (0.77838, -4.40741, -3.30549)
C (0.11687, -4.98328, -2.23507)
S (-1.14900, -6.21929, -2.57531)
O (-0.68228, -7.48291, -2.06916)
O (-1.48213, -6.13549, -3.97264)
C (-2.62915, -5.78635, -1.58740)
C (-3.57747, -4.77368, -2.23450)
N (-3.22655, -3.37295, -2.20367)
C (-2.35447, -2.91024, -3.26770)
C (-2.31822, -1.38113, -3.24319)
O (-1.87734, -0.90294, -1.99120)
C (-2.75020, -1.33904, -0.97410)
C (-2.79280, -2.86702, -0.91564)
C (0.38109, -4.58020, -0.93958)
C (1.25099, -3.52905, -0.71486)
C (1.14931, -0.46269, -0.47074)
C (0.92484, 0.55457, 0.43766)
H (2.43580, 3.67162, 0.39604)
H (0.77206, 4.12342, 0.83823)
H (3.22572, 4.82067, 2.51799)
H (2.67089, 5.89858, 1.21776)
H (2.10485, 4.72663, 4.53554)
H (0.47910, 4.30260, 3.95195)
H (0.25881, 5.63154, 6.01853)
H (1.29574, 6.91646, 5.32469)
H (-1.28018, 7.76408, 2.99067)
H (0.38175, 8.18208, 3.51075)
H (0.49767, 6.91840, 1.40017)
H (-0.48233, 5.60101, 2.11620)
H (4.08941, 1.16574, 1.43521)
H (4.52305, -0.66611, -0.22035)
H (2.19155, -2.90306, -3.90651)
H (0.55722, -4.76467, -4.29904)
H (-3.13195, -6.74616, -1.48954)
H (-2.28117, -5.47457, -0.60837)
H (-4.54538, -4.86719, -1.72561)
H (-3.71138, -5.06120, -3.27953)
H (-2.75261, -3.25361, -4.22314)
H (-1.32778, -3.28423, -3.16150)
H (-1.61250, -1.00140, -3.98358)
H (-3.32219, -0.98636, -3.45430)
H (-2.36875, -0.92700, -0.03805)
H (-3.76169, -0.95192, -1.16167)
H (-3.50577, -3.18574, -0.15255)
H (-1.78385, -3.22201, -0.64316)
H (-0.08311, -5.08765, -0.10794)
H (1.44882, -3.18443, 0.28937)
H (0.32311, -0.89340, -1.01746)
H (-0.07310, 0.90931, 0.63935)

natural (NBO) atomic charge list, values in e, 8 entries: atom 1 (O): -0.95, atom 2 (S): 2.17, atom 3 (O): -0.95, atom 4 (C): -0.67, atom 5 (C): -0.22, atom 6 (N): -0.45, atom 7 (C): -0.28, atom 8 (C): -0.07

=====

(2)
Density functional theory data (the ωB97M-V functional and the def2-TZVPD basis) for one molecule with the formula C24H32N2O7S2.

As for the lowest unoccupied orbital energy: 0.26 eV. Its SMILES is COCCCNC(=O)c1cc(S(=O)(=O)N2CCOCC2)ccc1SCc1cccc(OC)c1OC. As for the charge: 0. Its frontier orbital gap is 8.23 eV. The HOMO energy comes out at -7.97 eV.

Cartesian coordinates (Å):
C (-4.39281, -3.23912, 1.83153)
O (-3.65616, -3.07771, 0.64747)
C (-4.45315, -3.11607, -0.51842)
C (-3.57621, -2.84994, -1.73985)
C (-3.11479, -1.39581, -1.81605)
N (-2.25108, -1.07248, -0.70813)
C (-1.12398, -0.36687, -0.85449)
O (-0.72695, 0.04751, -1.93268)
C (-0.30857, -0.13899, 0.38831)
C (1.04875, 0.08677, 0.16288)
C (1.90678, 0.33601, 1.20803)
S (3.60171, 0.74474, 0.82090)
O (4.33640, 0.92684, 2.04286)
O (3.62763, 1.80569, -0.14218)
N (4.08692, -0.66084, 0.02821)
C (4.26908, -1.76994, 0.94113)
C (4.52979, -3.03295, 0.11625)
O (5.64237, -2.87258, -0.72930)
C (5.46561, -1.78161, -1.60437)
C (5.24820, -0.48487, -0.82479)
C (1.46257, 0.33595, 2.51652)
C (0.11687, 0.13117, 2.75695)
C (-0.76865, -0.07405, 1.70624)
S (-2.50122, -0.08031, 2.14167)
C (-2.79454, 1.74264, 1.99339)
C (-2.42475, 2.21456, 0.63258)
C (-3.31750, 2.07317, -0.42311)
C (-2.94095, 2.41953, -1.70218)
C (-1.64760, 2.84555, -1.94571)
C (-0.72506, 2.96691, -0.91483)
O (0.58058, 3.29970, -1.12460)
C (1.14797, 2.97486, -2.37608)
C (-1.13074, 2.70110, 0.40533)
O (-0.34598, 2.83590, 1.51899)
C (0.79070, 3.67768, 1.50304)
H (-5.14097, -2.44552, 1.94329)
H (-4.90016, -4.21119, 1.85345)
H (-3.68014, -3.17660, 2.65055)
H (-5.25101, -2.35962, -0.45145)
H (-4.93145, -4.10444, -0.60588)
H (-4.14506, -3.09083, -2.63825)
H (-2.70595, -3.50500, -1.69000)
H (-2.55133, -1.21168, -2.73452)
H (-3.98717, -0.73011, -1.80781)
H (-2.53311, -1.44264, 0.19169)
H (1.41684, 0.09866, -0.85109)
H (3.35738, -1.87757, 1.53162)
H (5.11392, -1.57843, 1.61795)
H (4.75946, -3.87800, 0.76704)
H (3.63390, -3.25868, -0.48178)
H (6.37355, -1.72350, -2.20603)
H (4.59845, -1.96218, -2.25626)
H (5.04226, 0.35288, -1.49004)
H (6.14144, -0.26151, -0.22351)
H (2.16446, 0.53086, 3.31176)
H (-0.27068, 0.16465, 3.76404)
H (-2.20170, 2.22321, 2.76828)
H (-3.85842, 1.84972, 2.19546)
H (-4.30633, 1.68782, -0.22260)
H (-3.63705, 2.33032, -2.52169)
H (-1.34239, 3.06332, -2.95583)
H (0.77124, 2.01319, -2.73343)
H (0.94629, 3.75342, -3.11965)
H (2.22054, 2.90968, -2.19298)
H (1.04048, 3.83127, 2.55363)
H (1.63825, 3.21822, 0.99151)
H (0.56322, 4.63818, 1.03702)

natural (NBO) atomic charge list, values in e, 8 entries: atom 1 (C): -0.24, atom 2 (O): -0.56, atom 3 (C): -0.06, atom 4 (C): -0.42, atom 5 (C): -0.22, atom 6 (N): -0.63, atom 7 (C): 0.67, atom 8 (O): -0.65

=====

Stability summary - winner: (2); margin: 1.076 eV.